Entry 1:
9
Properties=species:S:1:pos:R:3:lowdin_charge:R:1 method="wB97M-V/def2-TZVPD" e_homo_ev=-9.3 e_above_lowest_kcal_mol=0.0 gap_ev=5.82 charge=+1
O -3.92 0.81 0.78 -0.01
C -4.80 1.34 0.16 -0.17
C -5.97 1.59 -0.44 -0.39
O -6.92 0.71 -0.66 -0.34
K -0.90 0.56 0.81 0.95
F 1.49 0.15 0.60 -0.82
H -6.12 2.66 -0.64 0.11
Li -7.51 -0.90 -0.41 0.82
Li 3.14 0.50 0.76 0.84



Entry 2:
84
Properties=species:S:1:pos:R:3:mulliken_spin:R:1 method="wB97M-V/def2-TZVPD" e_homo_ev="-2.6 / -5.2" multiplicity=6 gap_ev="5.03 / 7.58" s2=8.794 charge=-1
Ru 1.23 -0.62 -0.75 2.42
O 0.43 -4.06 1.50 0.02
C 0.93 -3.06 1.05 0.04
N 0.98 -2.66 -0.25 0.02
C -0.74 -3.76 -1.48 -0.02
C -1.28 -2.62 -2.26 0.14
C -2.56 -2.23 -2.07 0.00
C -3.11 -1.11 -2.78 0.52
C -2.17 -0.46 -3.63 -0.09
C -0.93 -0.87 -3.81 0.25
N -0.43 -2.01 -3.10 0.18
C 1.76 -2.15 1.96 -0.01
C 1.96 -2.55 3.29 0.00
C 2.83 -1.83 4.10 0.00
C 3.53 -0.75 3.54 0.01
C 3.27 -0.46 2.18 0.01
N 2.33 -1.04 1.45 0.04
H -1.33 -3.97 -0.59 0.00
H -0.77 -4.68 -2.01 0.02
H -3.18 -2.84 -1.32 0.01
H -4.16 -0.84 -2.79 0.00
H -2.47 0.32 -4.23 0.00
H -0.13 -0.43 -4.36 -0.01
H 1.38 -3.41 3.62 0.00
H 2.88 -2.02 5.18 0.00
H 4.21 -0.17 4.08 0.00
H 3.78 0.32 1.59 0.00
O 5.50 -2.25 -4.64 0.01
C 4.36 -1.82 -4.08 0.00
C 4.31 -0.53 -3.51 0.17
C 3.25 -0.26 -2.68 -0.03
N 2.18 -1.04 -2.56 0.03
C 2.05 -2.09 -3.46 0.19
C 3.19 -2.58 -4.13 0.18
C 0.76 -2.70 -3.67 0.16
O 0.63 -3.75 -4.36 0.26
O 0.64 -3.62 -1.15 0.01
C 3.26 1.01 -1.92 -0.03
O 4.22 1.74 -2.08 0.00
O 2.25 1.16 -1.08 -0.01
H 6.23 -1.67 -4.48 0.00
H 5.19 0.13 -3.57 0.01
H 3.20 -3.61 -4.58 0.02
C -2.38 -0.93 2.02 0.01
C -2.62 0.49 1.54 0.01
C -3.61 0.36 0.43 0.02
C -3.31 1.25 2.71 0.00
P -1.03 1.25 0.93 0.04
N -0.19 0.09 0.31 0.36
C -1.43 2.69 -0.17 0.03
C -2.56 3.64 0.28 0.00
C -1.72 2.13 -1.56 -0.07
C -0.23 3.61 -0.37 0.00
C -0.13 1.92 2.39 0.02
C -0.06 0.81 3.43 0.01
C 1.29 2.19 1.95 0.01
C -0.77 3.09 3.08 0.00
H -3.32 -1.41 2.21 0.00
H -1.76 -1.00 2.97 0.00
H -1.71 -1.42 1.28 0.01
H -4.54 -0.01 0.91 0.00
H -3.31 -0.23 -0.42 0.00
H -3.85 1.33 -0.01 0.00
H -4.22 0.70 2.93 0.00
H -3.64 2.19 2.33 0.00
H -2.68 1.28 3.60 0.00
H -3.55 3.15 0.34 0.00
H -2.69 4.49 -0.37 0.00
H -2.40 4.05 1.31 0.00
H -2.41 1.31 -1.56 0.02
H -0.82 1.70 -2.04 0.01
H -2.16 2.97 -2.13 0.00
H 0.05 4.13 0.54 0.00
H -0.42 4.34 -1.18 0.00
H 0.63 3.03 -0.77 0.00
H 0.18 -0.19 3.09 -0.01
H -1.03 0.79 3.99 0.00
H 0.68 1.00 4.20 0.00
H 1.54 1.81 0.97 0.00
H 1.96 1.82 2.70 0.00
H 1.45 3.24 2.02 0.00
H -1.88 3.10 3.10 0.00
H -0.37 4.02 2.71 0.00
H -0.43 3.04 4.14 0.00



Entry 3:
57
Properties=species:S:1:pos:R:3:mulliken_spin:R:1 method="wB97M-V/def2-TZVPD" e_homo_ev="-12.8 / -15.3" e_above_lowest_kcal_mol=48.4 multiplicity=5 gap_ev="6.53 / 5.21" s2=6.022 charge=+2
C 1.01 2.96 0.16 0.59
H 1.47 3.90 0.49 0.00
H 1.80 2.24 -0.19 0.00
H 0.52 2.71 1.93 0.01
C -0.19 3.09 -0.75 -0.10
H -0.28 2.14 -1.34 0.08
H -1.16 3.24 -0.23 0.02
C -0.05 4.25 -1.77 0.06
H -1.07 4.56 -2.11 0.00
H 0.48 5.09 -1.28 0.00
H 0.54 3.90 -2.65 0.00
C -0.99 -2.47 -2.25 0.31
C -1.38 -1.34 -3.10 0.20
C -0.17 -0.73 -3.62 0.28
C 0.96 -1.45 -3.11 0.32
C 0.48 -2.52 -2.25 0.13
C 1.31 -3.38 -1.37 0.05
C 2.39 -1.06 -3.30 0.03
C -0.10 0.48 -4.52 0.01
C -2.79 -0.87 -3.33 0.05
C -1.90 -3.30 -1.41 0.04
Rh -0.21 -0.77 -1.58 1.39
H 2.96 -1.31 -2.42 0.01
H 2.80 -1.59 -4.17 0.03
H 2.44 0.02 -3.48 0.01
H 2.32 -2.99 -1.32 -0.01
H 0.91 -3.35 -0.36 0.02
H 1.30 -4.40 -1.75 0.01
H -2.84 -2.77 -1.26 -0.01
H -2.04 -4.24 -1.93 0.03
H -1.48 -3.44 -0.41 0.02
H -2.78 0.11 -3.79 0.00
H -3.28 -1.59 -3.99 0.01
H -3.32 -0.77 -2.39 0.01
H 0.67 1.15 -4.17 0.01
H 0.14 0.15 -5.53 0.03
H -1.07 0.97 -4.52 -0.01
C -2.13 0.23 2.75 0.01
N -1.05 0.44 3.74 -0.01
C -1.41 0.18 5.15 0.02
C 0.20 0.60 3.32 0.25
S 0.37 1.41 1.49 0.09
N 1.33 0.33 3.95 -0.01
C 1.46 -0.03 5.37 0.01
C 2.52 -0.01 3.16 0.01
H -3.05 0.05 3.29 0.00
H -1.86 -0.63 2.12 0.00
H -2.24 1.12 2.11 0.00
H -0.92 -0.73 5.52 0.00
H -1.16 1.02 5.80 0.00
H -2.49 0.03 5.21 0.00
H 1.27 -1.09 5.53 0.00
H 2.50 0.17 5.66 0.00
H 0.85 0.59 6.03 0.00
H 2.27 -0.83 2.48 0.00
H 2.84 0.85 2.57 0.00
H 3.31 -0.30 3.85 0.00



Entry 4:
61
Properties=species:S:1:pos:R:3:lowdin_charge:R:1 method="wB97M-V/def2-TZVPD" e_homo_ev=-9.1 e_above_lowest_kcal_mol=85.2 smiles="NC(N)=O.NC(N)=O.CCO.CO.CO.CO.CO.CO.CO" gap_ev=9.25
N -21.39 -8.70 2.06 0.14
C -22.51 -8.31 1.52 -0.60
N -22.40 -8.12 0.23 0.17
O -23.67 -7.92 2.22 -0.14
H -21.34 -8.84 3.12 0.16
H -20.63 -9.13 1.52 0.11
H -23.24 -7.84 -0.23 0.06
H -21.53 -8.20 -0.31 0.07
N -20.03 -7.90 -1.52 0.15
C -20.72 -7.15 -2.31 -0.64
N -21.19 -6.06 -1.78 0.16
O -20.92 -7.44 -3.64 -0.09
H -19.66 -8.82 -1.78 0.15
H -19.61 -7.49 -0.66 0.15
H -21.70 -5.43 -2.43 0.10
H -20.94 -5.72 -0.84 0.10
C -24.18 -8.59 -2.63 -0.07
C -24.33 -7.10 -2.50 -0.29
O -23.83 -6.60 -1.27 -0.13
H -23.13 -8.79 -2.62 0.03
H -24.61 -9.07 -3.53 0.10
H -24.49 -9.01 -1.73 0.06
H -25.34 -6.96 -2.46 0.09
H -24.02 -6.56 -3.39 0.11
H -22.85 -6.45 -1.23 0.04
C -25.28 -5.42 1.35 -0.14
O -25.77 -4.20 1.93 -0.12
H -25.77 -5.83 0.49 0.08
H -25.32 -6.18 2.10 0.05
H -24.26 -5.27 1.19 0.04
H -25.04 -3.81 2.42 0.08
C -21.69 -3.72 0.27 -0.18
O -20.65 -4.50 0.72 -0.14
H -21.96 -3.05 1.16 0.12
H -22.46 -4.45 0.00 0.06
H -21.42 -3.11 -0.58 0.08
H -21.02 -4.93 1.52 0.11
C -24.84 -3.09 -1.89 -0.11
O -24.62 -2.92 -0.44 -0.14
H -25.95 -3.10 -1.98 0.10
H -24.61 -4.06 -2.21 0.03
H -24.39 -2.46 -2.59 0.04
H -25.18 -3.59 0.02 0.05
C -22.52 -3.84 -4.76 -0.13
O -22.02 -3.84 -3.44 -0.16
H -21.89 -3.24 -5.33 0.06
H -23.60 -3.50 -4.73 0.10
H -22.50 -4.82 -5.18 0.08
H -21.88 -2.91 -3.12 0.11
C -21.57 -10.83 -4.24 -0.16
O -21.59 -12.21 -3.90 -0.12
H -21.18 -10.26 -3.45 0.03
H -22.56 -10.45 -4.45 0.08
H -20.98 -10.56 -5.05 0.06
H -21.65 -12.74 -4.72 0.10
C -22.18 -11.44 -0.63 -0.19
O -20.98 -12.09 -0.32 -0.15
H -22.08 -10.80 -1.52 0.05
H -22.54 -10.96 0.29 0.08
H -22.93 -12.22 -0.92 0.09
H -20.60 -12.47 -1.17 0.10



Number 1: E_tot -25633.855 eV. Number 2: E_tot -64400.263 eV. Number 3: E_tot -36033.043 eV. Number 4: E_tot -35369.702 eV.